# 1
{"formula": "C23H14BrClF4MnNO4PS", "method": "ωB97M-V with the def2-TZVPD basis set", "multiplicity": 5, "charge": 1, "gap_ev": [6.200, 8.509], "lumo_energy_ha": [-0.212, -0.130], "species": ["Mn", "F", "C", "C", "F", "C", "F", "C", "P", "C", "C", "C", "C", "C", "C", "C", "C", "C", "C", "C", "C", "C", "Br", "C", "F", "H", "H", "H", "H", "H", "H", "H", "H", "H", "H", "S", "C", "C", "C", "C", "C", "N", "H", "H", "H", "H", "O", "Cl", "O", "O", "O"], "coordinates": [[0.5256, -1.5278, 0.7042], [3.2438, 3.6451, -3.3389], [2.3702, 2.9477, -2.6433], [1.3500, 3.5855, -1.9662], [1.2354, 4.9003, -2.0178], [0.4332, 2.8347, -1.2372], [-0.5608, 3.4985, -0.6481], [0.5325, 1.4600, -1.1343], [-0.6453, 0.4241, -0.2258], [-1.3602, 1.2433, 1.1944], [-2.5908, 0.7548, 1.6428], [-3.1319, 1.2407, 2.8195], [-2.4500, 2.2022, 3.5533], [-1.2221, 2.6799, 3.1170], [-0.6698, 2.1978, 1.9427], [-1.9680, 0.1155, -1.4105], [-2.8778, 1.1603, -1.6096], [-3.8756, 1.0280, -2.5572], [-3.9720, -0.1394, -3.3054], [-3.0726, -1.1756, -3.1058], [-2.0674, -1.0521, -2.1570], [1.5427, 0.8328, -1.8710], [1.6736, -1.0473, -1.9807], [2.4546, 1.5571, -2.6051], [3.4163, 0.9601, -3.2937], [-3.1243, 0.0017, 1.0746], [-4.0865, 0.8686, 3.1654], [-2.8785, 2.5833, 4.4707], [-0.6947, 3.4295, 3.6907], [0.2882, 2.5767, 1.6104], [-2.8128, 2.0665, -1.0195], [-4.5821, 1.8328, -2.7083], [-4.7575, -0.2428, -4.0421], [-3.1549, -2.0868, -3.6819], [-1.3886, -1.8783, -2.0006], [1.8618, 0.1388, 1.6431], [3.0227, -1.1981, 1.5630], [4.3405, -1.1770, 1.9941], [5.0734, -2.3414, 1.8415], [4.4895, -3.4751, 1.2764], [3.1720, -3.4119, 0.8769], [2.4641, -2.2867, 1.0231], [4.7700, -0.2852, 2.4266], [6.1056, -2.3672, 2.1650], [5.0439, -4.3936, 1.1546], [2.6545, -4.2579, 0.4442], [-0.0242, -4.4308, 0.0923], [-0.8437, -3.7689, 1.0505], [-1.9597, -4.4940, 1.4724], [-1.2725, -2.4537, 0.4049], [-0.0200, -3.2747, 2.1456]]}

***

# 2
{"formula": "C23H15BiF3N3O4S", "method": "ωB97M-V with the def2-TZVPD basis set", "gap_ev": 7.677, "lumo_energy_ha": -0.042, "species": ["Bi", "C", "C", "C", "C", "C", "C", "C", "S", "O", "O", "N", "C", "C", "C", "C", "C", "N", "H", "H", "H", "H", "H", "H", "H", "H", "H", "H", "H", "F", "C", "F", "F", "C", "O", "O", "N", "C", "C", "C", "C", "C", "C", "C", "C", "C", "H", "H", "H", "H"], "coordinates": [[0.3683, -1.6706, -1.3418], [3.6708, 5.0777, -1.3073], [3.8550, 3.5882, -1.1878], [3.9641, 2.7870, -2.3142], [4.0697, 1.4056, -2.2063], [4.0756, 0.8307, -0.9481], [4.0030, 1.6165, 0.2015], [3.8894, 2.9853, 0.0724], [4.1369, -0.9177, -0.7956], [5.0694, -1.2458, 0.2500], [4.2968, -1.4597, -2.1146], [2.6321, -1.2980, -0.3455], [2.1701, -1.4816, 0.8975], [2.8090, -1.4389, 2.1591], [2.0480, -1.6400, 3.2783], [0.6655, -1.8990, 3.2012], [0.0949, -1.9458, 1.9652], [0.8355, -1.7491, 0.8547], [3.7206, 5.4030, -2.3457], [4.4365, 5.6146, -0.7441], [2.6984, 5.3716, -0.9076], [3.9422, 3.2448, -3.2965], [4.1342, 0.7744, -3.0820], [4.0346, 1.1570, 1.1826], [3.8124, 3.6043, 0.9601], [3.8729, -1.2609, 2.1988], [2.5248, -1.6003, 4.2504], [0.0673, -2.0544, 4.0862], [-0.9583, -2.1358, 1.8007], [-1.4992, 2.7491, 0.3018], [-1.2103, 1.5541, -0.1841], [-2.2537, 1.1211, -0.9075], [-1.0691, 0.6982, 0.8479], [0.0817, 1.5740, -1.0268], [0.6385, 2.6182, -1.2181], [0.4287, 0.4305, -1.5628], [-9.6356, -2.5246, 0.5866], [-8.5067, -2.4144, 0.4022], [-7.0851, -2.2834, 0.1706], [-6.5832, -2.3677, -1.1255], [-5.2225, -2.2561, -1.3418], [-4.3521, -2.0578, -0.2680], [-4.8658, -1.9650, 1.0252], [-6.2255, -2.0781, 1.2455], [-2.9364, -1.9475, -0.4944], [-1.7403, -1.8648, -0.6767], [-7.2617, -2.5209, -1.9538], [-4.8218, -2.3207, -2.3438], [-4.1919, -1.8010, 1.8549], [-6.6278, -2.0063, 2.2469]]}

***

# 3
{"formula": "C23H16AgBrN4O9", "method": "ωB97M-V with the def2-TZVPD basis set", "charge": -2, "gap_ev": 6.660, "lumo_energy_ha": 0.152, "species": ["Ag", "O", "C", "C", "C", "C", "C", "C", "C", "O", "N", "N", "C", "C", "Br", "C", "C", "C", "C", "C", "C", "C", "H", "H", "H", "H", "H", "H", "H", "H", "H", "H", "H", "H", "H", "H", "O", "C", "O", "C", "C", "C", "C", "C", "C", "O", "N", "O", "O", "N", "O", "O", "H", "H"], "coordinates": [[1.6791, 1.5200, -0.4482], [-2.0630, 3.1489, -2.1826], [-2.7211, 3.6710, -1.1532], [-4.0332, 4.1345, -1.3224], [-4.7339, 4.6767, -0.2606], [-4.1482, 4.7797, 0.9970], [-2.8468, 4.3233, 1.1615], [-2.1236, 3.7681, 0.1178], [-0.6895, 3.2922, 0.3216], [-0.0414, 3.0395, -0.8447], [-0.7806, 2.1077, 1.2209], [0.4218, 1.5995, 1.5571], [0.4707, 0.4098, 2.0324], [1.7185, -0.2004, 2.4798], [3.3237, 0.7012, 2.0354], [1.8207, -1.3616, 3.1366], [0.7137, -2.2042, 3.6201], [0.8640, -3.5920, 3.5807], [-0.1391, -4.4354, 4.0276], [-1.3197, -3.9070, 4.5326], [-1.4776, -2.5298, 4.5909], [-0.4710, -1.6870, 4.1453], [-1.1006, 2.9634, -1.7896], [-4.4769, 4.0488, -2.3063], [-5.7488, 5.0262, -0.4156], [-4.6938, 5.2061, 1.8290], [-2.3669, 4.3921, 2.1330], [-0.1572, 4.0426, 0.9350], [-1.4611, 1.4166, 0.9082], [-0.4219, -0.2164, 2.0777], [2.8146, -1.7586, 3.3036], [1.7766, -4.0076, 3.1711], [-0.0038, -5.5081, 3.9695], [-2.1098, -4.5627, 4.8759], [-2.3925, -2.1033, 4.9829], [-0.6007, -0.6144, 4.2184], [5.1247, 0.2573, -2.8067], [3.9601, 0.4129, -2.4158], [3.5260, 1.4029, -1.7594], [2.9555, -0.6561, -2.8716], [3.1345, -1.1737, -4.1203], [2.2631, -2.1478, -4.6486], [1.2040, -2.6232, -3.9054], [1.0025, -2.1146, -2.6411], [1.8749, -1.1396, -2.0167], [1.7548, -0.8030, -0.8204], [-0.1472, -2.6409, -1.9205], [-0.5616, -3.7560, -2.2372], [-0.6793, -1.9570, -1.0674], [2.4713, -2.6660, -5.9717], [3.4182, -2.2446, -6.6272], [1.7012, -3.5224, -6.4026], [3.9795, -0.8360, -4.7021], [0.5370, -3.3717, -4.3037]]}

***

# 4
{"formula": "C23H16AsMoO6", "method": "ωB97M-V with the def2-TZVPD basis set", "multiplicity": 3, "charge": 3, "gap_ev": [5.508, 4.778], "lumo_energy_ha": [-0.445, -0.471], "species": ["O", "C", "Mo", "C", "O", "C", "O", "C", "O", "C", "O", "H", "O", "As", "C", "C", "C", "C", "C", "C", "C", "C", "C", "C", "C", "C", "C", "C", "C", "C", "C", "C", "H", "H", "H", "H", "H", "H", "H", "H", "H", "H", "H", "H", "H", "H", "H"], "coordinates": [[0.8452, 2.9152, -1.0938], [0.1710, 1.9242, -1.2029], [0.3229, -0.9711, -5.1911], [0.4401, -1.7630, -3.3828], [0.5162, -2.2814, -2.3637], [0.2981, -2.2045, -6.9392], [0.2895, -2.8779, -7.8804], [1.7911, 0.3441, -5.0039], [2.6494, 1.1193, -4.8384], [-1.3277, 0.1056, -4.8535], [-2.2832, 0.7296, -4.6198], [0.2750, 0.7502, -2.9041], [-0.6425, 1.1290, -0.6429], [-0.1312, 0.3589, 1.1123], [-0.5520, 1.9792, 2.0715], [-1.7462, 2.0304, 2.7797], [-2.0350, 3.1967, 3.4809], [-1.1898, 4.3261, 3.4274], [-0.1034, 4.2588, 2.5661], [0.2104, 3.1209, 1.8726], [-1.4166, -1.0864, 1.1592], [-2.0691, -1.5282, 0.0124], [-2.9711, -2.6064, 0.0925], [-3.2002, -3.2321, 1.3305], [-2.5438, -2.7778, 2.4785], [-1.6529, -1.7074, 2.4039], [1.6901, -0.3354, 0.7793], [1.8836, -1.7144, 0.9962], [3.1558, -2.2071, 0.7249], [4.2036, -1.4123, 0.2577], [3.9365, -0.0479, 0.0550], [2.6863, 0.5215, 0.3091], [-2.4285, 1.1609, 2.8373], [-2.9498, 3.2566, 4.0962], [-1.4278, 5.2238, 3.9626], [0.5569, 5.1452, 2.4426], [1.0909, 3.1017, 1.1871], [-1.8767, -1.0630, -0.9457], [-3.4960, -2.9435, -0.8145], [-3.8941, -4.0623, 1.3937], [-2.7192, -3.2715, 3.4562], [-1.1413, -1.3393, 3.2960], [1.0696, -2.3614, 1.3446], [3.3477, -3.2798, 0.8887], [5.1705, -1.8240, 0.0245], [4.7008, 0.6057, -0.3338], [2.4971, 1.5947, 0.1714]]}

***

# 5
{"formula": "C23H16CeO5P", "method": "ωB97M-V with the def2-TZVPD basis set", "charge": 3, "gap_ev": [4.071, 4.066], "lumo_energy_ha": [-0.481, -0.481], "species": ["O", "C", "Ce", "C", "O", "C", "O", "C", "O", "C", "O", "H", "C", "C", "C", "C", "C", "C", "P", "C", "C", "C", "C", "C", "C", "C", "C", "C", "C", "C", "C", "H", "H", "H", "H", "H", "H", "H", "H", "H", "H", "H", "H", "H", "H", "H"], "coordinates": [[-2.0976, -6.6278, -2.6288], [-2.0371, -5.5265, -2.4397], [-2.2052, -0.6472, -1.3588], [-3.7590, 1.6818, -0.8856], [-4.6453, 2.4321, -0.7663], [-5.5423, -0.2677, -1.2877], [-6.4596, -0.9746, -1.4545], [-3.4514, -0.4969, 0.9614], [-4.2157, -0.5340, 1.8261], [-3.5529, 0.5152, -3.4225], [-4.3674, 0.9431, -4.0893], [-0.9452, -2.0278, -1.7769], [3.4717, -2.6179, 2.5197], [2.2126, -2.4872, 3.1307], [1.1831, -1.7831, 2.5018], [1.4037, -1.1955, 1.2331], [2.6792, -1.2958, 0.6369], [3.6885, -2.0156, 1.2817], [-0.0217, -0.2765, 0.5257], [0.1940, 1.2999, 1.4291], [-0.9366, 1.7704, 2.1577], [-0.8226, 2.9842, 2.8556], [0.3525, 3.7245, 2.8356], [1.4701, 3.2317, 2.1340], [1.3919, 2.0139, 1.4554], [0.6083, 0.1325, -1.1692], [0.6979, 1.4480, -1.6651], [1.0782, 1.6458, -2.9880], [1.3405, 0.5664, -3.8475], [1.2461, -0.7314, -3.3548], [0.8791, -0.9815, -2.0296], [4.2650, -3.1773, 2.9990], [2.0442, -2.9433, 4.1091], [0.2206, -1.6789, 2.9889], [2.8662, -0.8175, -0.3211], [4.6699, -2.0876, 0.7906], [-1.8488, 1.2000, 2.1755], [-1.6889, 3.3548, 3.4266], [0.4278, 4.6830, 3.3581], [2.4134, 3.7971, 2.1176], [2.2725, 1.6125, 0.9365], [0.4672, 2.2855, -0.9829], [1.1808, 2.6784, -3.3385], [1.6426, 0.7705, -4.8801], [1.4239, -1.5712, -4.0312], [0.8060, -2.0086, -1.6683]]}